Entry 1:
# C8H10BrFNO2S

A gas-phase ion, C8H10BrFNO2S (charge +1) (ωB97M-V with the def2-TZVPD basis set, OMol25).

XYZ file:
```
24
Properties=species:S:1:pos:R:3:forces:R:3
C 2.76820 -1.79483 0.24070 -0.16 0.06 -0.25
C 2.00136 -0.51727 0.07923 -0.18 0.24 0.03
C 2.58671 0.62421 -0.47301 -0.39 0.06 0.16
C 1.87090 1.81027 -0.57983 -0.22 -0.02 0.08
C 0.54979 1.88168 -0.16224 -0.09 -0.44 0.19
C -0.06697 0.74143 0.36640 0.62 -0.05 -0.31
C -1.47273 0.79960 0.82986 0.27 0.12 0.44
N -2.54908 0.45984 -0.23884 0.13 0.18 -0.58
Br -2.10818 1.01563 -2.01566 0.02 0.07 0.22
S -2.98767 -1.26445 -0.19707 0.22 -0.46 0.57
O -3.73651 -1.39386 0.98391 -0.15 0.13 0.01
O -1.84408 -2.00794 -0.51329 0.08 0.13 -0.21
F -3.92282 -1.22315 -1.39599 -0.32 -0.02 -0.20
C 0.67454 -0.43598 0.49296 -0.02 0.21 -0.04
H 3.40394 -1.77262 1.11948 0.14 0.04 0.12
H 2.08827 -2.63368 0.33258 -0.08 -0.17 0.08
H 3.38362 -1.96792 -0.63563 0.21 -0.06 -0.05
H 3.61278 0.59874 -0.80284 0.16 -0.06 -0.05
H 2.33607 2.69582 -0.97810 0.15 0.10 -0.09
H -0.00707 2.80519 -0.22479 0.03 0.16 -0.06
H -1.73901 1.79215 1.17392 -0.13 0.21 -0.13
H -1.66077 0.11469 1.65236 -0.14 -0.20 0.02
H -3.39753 0.97779 0.00770 -0.11 -0.07 -0.02
H 0.21625 -1.30534 0.93819 -0.07 -0.17 0.05
```
Positions in Å, forces in eV/Å.

For the HOMO-LUMO gap, the calculation gives 7.05 eV. Its HOMO energy is -12.65 eV. Its net charge is +1. Its SMILES is Cc1cccc(C[N@@H+](Br)S(=O)(=O)F)c1. As for the multiplicity: 1. As for the strongest force on any atom: 0.769 eV/A. Its electronic energy is -3587.81799 Ha.



Entry 2:
# C8H10BrIOS

C8H10BrIOS in the gas phase at a distorted geometry (ωB97M-V with the def2-TZVPD basis set, OMol25).

XYZ file:
```
22
Properties=species:S:1:pos:R:3:forces:R:3
C -1.49837 -0.42757 0.85700 -3.13 -0.96 -2.00
C -0.18711 -0.91694 0.96618 2.51 -1.60 1.29
C -1.87269 -2.17360 -0.70296 -2.38 1.87 -0.48
C -2.43075 -0.97701 0.00943 3.62 0.09 1.62
C -0.97222 -1.98357 -1.63043 1.25 -1.37 -1.45
C 0.80983 -0.80165 0.11004 0.27 1.67 -0.72
C 1.56047 2.45286 1.01895 -2.81 -2.83 -0.73
C 1.98479 1.75927 -0.26155 1.07 -0.89 -0.44
O -0.57040 1.22848 -0.73320 -0.13 0.73 -0.67
S 0.72280 0.61735 -1.10245 0.97 -0.30 1.92
Br -4.09047 -0.17743 -0.01201 -0.92 -0.24 -0.31
I 2.46254 -2.01301 0.02527 0.40 -0.04 0.12
H -1.83358 0.27031 1.53953 -0.56 1.62 1.33
H 0.04477 -1.59072 1.81128 -0.35 0.17 -0.25
H -2.29267 -3.07755 -0.37230 0.02 -1.45 0.24
H -0.34064 -2.79410 -2.05682 -0.81 0.42 0.27
H -0.74789 -1.00815 -2.03031 -0.17 0.10 0.11
H 1.47274 1.77614 1.93069 0.29 0.92 -1.26
H 2.14616 3.28313 1.14723 1.61 1.92 0.70
H 0.57168 2.79179 0.70250 -0.35 0.28 0.91
H 2.98222 1.31043 -0.11135 -0.50 -0.41 -0.52
H 2.07880 2.45155 -1.10473 0.11 0.30 0.32
```
Positions in Å, forces in eV/Å.

For the HOMO-LUMO gap, the calculation gives 8.57 eV. Its HOMO energy is -8.37 eV. The energy relative to the best compared isomer or geometry (same formula, charge and spin) comes out at 60.0 kcal per mole. As for the multiplicity: 1. As for the strongest force on any atom: 4.053 eV/A. Its electronic energy is -3655.80674 Ha.



Entry 3:
# C8H10BrNO2

C8H10BrNO2 in the gas phase at a distorted geometry (ωB97M-V with the def2-TZVPD basis set, OMol25).

XYZ file:
```
22
Properties=species:S:1:pos:R:3:forces:R:3
C -0.44603 -1.32135 -0.31254 4.17 2.00 6.43
C 0.41024 -0.81109 0.89396 -2.69 -0.54 -6.09
C -0.11926 0.88084 -0.69208 0.97 1.92 1.16
C -0.68134 -2.75414 -0.24568 -1.87 -0.98 -0.23
C 0.68517 0.67831 0.65424 -1.40 -0.15 -0.35
C -0.00397 1.51477 1.84216 1.18 0.02 -2.03
C 2.12776 1.06117 0.38237 1.67 0.47 1.95
C -1.82680 -0.26758 -2.04368 0.08 -0.79 -3.38
N -0.82823 -0.21232 -1.04681 -0.11 -1.39 0.76
O -0.07637 1.92656 -1.29594 -0.46 -0.09 -0.21
O -1.52902 -3.38523 -0.87227 1.18 0.68 0.35
Br 1.43669 -1.87504 1.94971 0.62 -0.30 0.99
H -0.09528 -3.23364 0.59819 -0.49 0.34 -1.09
H 0.50148 1.38172 2.79309 -0.33 -0.89 0.16
H -1.00570 1.17916 1.68999 -1.01 0.06 1.19
H 0.05320 2.60322 1.72141 -0.06 -0.23 -0.71
H 2.39775 1.84752 1.14933 0.08 -1.11 -0.50
H 2.43730 1.56959 -0.52651 -0.86 -0.32 -0.53
H 2.77763 0.16936 0.51143 -0.17 0.72 0.02
H -2.67460 -0.88005 -1.76631 -0.12 0.05 0.41
H -2.14950 0.71260 -2.41319 0.24 -0.08 0.61
H -1.39112 -0.78438 -2.97089 -0.61 0.62 1.08
```
Positions in Å, forces in eV/Å.

For the HOMO-LUMO gap, the calculation gives 7.45 eV. Its HOMO energy is -8.37 eV. The energy relative to the best compared isomer or geometry (same formula, charge and spin) comes out at 0.0 kcal per mole. Its SMILES is CN1C(=O)C(C)(C)C(Br)=C1C=O. As for the multiplicity: 1. As for the strongest force on any atom: 7.918 eV/A. Its electronic energy is -3090.00814 Ha.



Entry 4:
# C8H10CaO6

A molecular structure, C8H10CaO6 at a distorted geometry (ωB97M-V with the def2-TZVPD basis set, OMol25).

XYZ file:
```
25
Properties=species:S:1:pos:R:3:forces:R:3
O 3.80875 -1.95483 -1.92929 0.94 0.91 0.62
C 3.46110 -1.33848 -0.95300 -0.99 0.11 -0.59
C 2.91156 0.10026 -0.93121 0.33 -0.80 0.91
C 2.30935 0.23838 0.26570 0.06 0.87 -0.24
C 1.50732 1.41405 0.74738 -0.43 0.24 0.04
O 0.27071 1.47485 0.09923 0.39 0.04 -0.35
C -0.56708 0.34105 0.26361 -0.74 0.03 0.20
O -1.84424 0.80503 0.07803 0.12 0.17 -0.07
C -2.76262 -0.21546 -0.32546 -0.17 -0.09 0.04
C -4.19249 0.31640 -0.23179 0.16 0.06 0.08
O -5.08968 -0.63557 0.28580 0.04 -0.17 -0.18
C 2.50870 -1.02247 1.04770 0.45 0.28 -0.94
O 1.96932 -1.41942 1.98727 -0.30 -0.39 1.15
O 3.49484 -1.77673 0.31673 -0.33 -0.59 -0.26
H 2.90350 0.82796 -1.73815 -0.58 -0.17 -0.41
H 2.03610 2.31514 0.44376 0.08 0.17 0.05
H 1.41861 1.42490 1.83386 -0.03 -0.25 0.15
H -0.45422 -0.06139 1.27925 0.20 -0.11 0.11
H -0.33265 -0.42541 -0.48836 0.21 -0.11 -0.07
H -2.54060 -0.53383 -1.34388 0.19 -0.07 -0.11
H -2.66018 -1.07958 0.33313 -0.01 -0.13 0.11
H -4.54897 0.55966 -1.22516 -0.16 0.10 -0.10
H -4.17874 1.23263 0.35885 0.01 0.10 0.11
H -4.76055 -0.96297 1.12743 -0.10 0.06 0.14
Ca 5.33214 0.37585 -1.30146 0.67 -0.29 -0.38
```
Positions in Å, forces in eV/Å.

For the HOMO-LUMO gap, the calculation gives 3.73 eV. Its HOMO energy is -14.21 eV. Its net charge is +2. As for the multiplicity: 1. As for the strongest force on any atom: 1.452 eV/A. Its electronic energy is -1439.15064 Ha.



Entry 5:
# C8H10Cl20

7 unconnected molecules or ions with the total composition C8H10Cl20 at a distorted geometry (ωB97M-V with the def2-TZVPD basis set, OMol25).

XYZ file:
```
38
Properties=species:S:1:pos:R:3:forces:R:3
Cl -0.80496 6.67598 0.87646 0.57 0.34 0.39
C -1.44393 6.24464 -0.69808 -0.38 -0.94 -0.29
C -2.96578 6.08034 -0.57025 0.20 -0.07 -1.24
Cl -3.77215 7.63900 -0.24173 0.04 -0.16 0.16
H -0.95132 5.32073 -1.00113 -0.41 -0.50 0.38
H -1.07537 6.88429 -1.50002 -0.59 0.79 0.40
H -3.29317 5.32118 0.14010 0.42 0.38 0.40
H -3.38680 5.73709 -1.51524 0.18 0.13 -0.19
C -4.15368 -4.06980 -2.12936 0.50 -0.01 0.37
Cl -5.47369 -3.30461 -1.25706 -0.49 -0.01 -0.39
Cl -2.76929 -2.93951 -2.09369 -0.14 -0.34 -0.35
Cl -4.52953 -4.63728 -3.78978 0.07 0.43 0.99
H -3.87968 -4.90897 -1.48998 0.07 -0.06 -0.60
C 5.52626 -2.89561 -4.70422 -0.31 -1.14 0.12
Cl 5.36789 -4.57656 -4.02999 0.87 0.50 -0.34
Cl 4.16691 -2.07632 -4.00026 -0.52 0.97 -0.17
Cl 5.50146 -2.99011 -6.47633 -0.03 0.25 0.42
H 6.42559 -2.36407 -4.39314 -0.02 -0.58 -0.01
C 2.55822 3.44325 4.13232 -0.18 0.74 -0.86
Cl 1.24850 4.55597 4.66569 0.46 -0.69 -0.11
Cl 3.56385 2.89749 5.42063 0.17 -0.25 0.80
Cl 3.58321 4.30547 2.94464 -0.29 -0.17 0.01
H 2.14256 2.57014 3.62931 -0.18 0.36 0.13
C -3.61300 -1.03256 3.91707 -0.51 -1.08 -0.86
Cl -2.72927 -2.47533 3.18598 -0.56 1.22 0.31
Cl -3.24196 -0.90156 5.58058 0.37 0.09 1.04
Cl -5.39355 -1.28535 3.72869 0.83 0.24 -0.21
H -3.31104 -0.10098 3.43842 -0.13 -0.47 -0.30
C 1.28065 0.59209 -0.77628 0.64 -0.05 -0.72
Cl 2.77847 0.46971 0.18659 -0.10 0.02 -0.68
Cl 1.31456 1.84209 -2.05332 0.41 -0.13 0.25
Cl -0.00239 0.91987 0.30071 -1.24 0.13 0.79
H 1.08807 -0.33335 -1.31903 0.27 0.03 0.38
C 2.03402 -6.13618 0.47346 -0.34 -0.79 0.33
Cl 1.88841 -4.40114 0.43333 0.67 0.53 0.51
Cl 3.68947 -6.83147 0.59958 -0.70 0.68 -0.20
Cl 1.16148 -6.69976 -0.93013 0.00 -0.73 -0.71
H 1.47094 -6.53881 1.31544 0.37 0.34 0.06
```
Positions in Å, forces in eV/Å.

For the HOMO-LUMO gap, the calculation gives 10.68 eV. Its HOMO energy is -10.68 eV. The energy relative to the best compared isomer or geometry (same formula, charge and spin) comes out at 33.6 kcal per mole. Its SMILES is ClC(Cl)Cl.ClC(Cl)Cl.ClC(Cl)Cl.ClC(Cl)Cl.ClC(Cl)Cl.ClC(Cl)Cl.ClCCCl. As for the multiplicity: 1. As for the strongest force on any atom: 1.476 eV/A. Its electronic energy is -9514.59486 Ha.



Entry 6:
# C8H10Cl2N4

2 unconnected molecules or ions with the total composition C8H10Cl2N4 at a distorted geometry (ωB97M-V with the def2-TZVPD basis set, OMol25).

XYZ file:
```
24
Properties=species:S:1:pos:R:3:forces:R:3
C 0.13711 0.82562 -2.14297 0.22 -1.82 0.38
C 2.64732 -0.90664 0.74482 -0.45 0.50 -0.18
C 1.69783 1.50811 0.41546 -0.24 0.94 -0.23
C 3.53224 0.16065 0.48639 0.36 -2.49 -0.81
C 0.80965 0.44121 0.58393 -1.14 -0.36 0.27
C -1.25352 -1.36280 -0.63282 -0.77 -3.13 2.10
C -2.88676 0.13692 0.54851 0.54 -4.03 -2.49
C -1.49611 -0.49862 0.61268 0.38 0.17 -2.26
N -0.13361 1.84088 -2.57593 -0.16 1.14 -0.55
N 2.97227 1.33263 0.23901 0.62 0.84 0.52
N 1.33762 -0.79860 0.69919 -1.20 1.79 0.32
N -0.56973 0.61340 0.60120 0.78 1.42 -0.04
Cl 3.03853 -2.52126 1.11741 1.30 -0.69 0.08
Cl 1.01200 3.14883 0.35873 0.57 -0.79 -0.06
H 4.60819 -0.13661 0.25936 -1.41 1.18 0.54
H 0.24594 -0.16720 -1.69949 0.31 0.98 -0.71
H -1.52894 -0.88014 -1.48326 -0.19 1.98 -2.52
H -0.25151 -1.87429 -0.70188 -1.19 0.56 0.14
H -2.08684 -2.11487 -0.69680 1.01 -0.11 0.63
H -2.98244 0.65000 1.38818 -1.09 2.26 3.88
H -3.67564 -0.65975 0.40396 0.76 1.11 0.24
H -2.87046 0.82424 -0.25850 -0.34 0.54 -1.07
H -1.28897 -1.06532 1.47673 -0.16 -0.78 1.19
H -1.01417 1.50358 0.25607 1.50 -1.21 0.60
```
Positions in Å, forces in eV/Å.

For the HOMO-LUMO gap, the calculation gives 8.92 eV. Its HOMO energy is -8.81 eV. The energy relative to the best compared isomer or geometry (same formula, charge and spin) comes out at 0.0 kcal per mole. Its SMILES is CC(C)Nc1nc(Cl)cnc1Cl.C#N. As for the multiplicity: 1. As for the strongest force on any atom: 4.763 eV/A. Its electronic energy is -1450.19190 Ha.



Entry 7:
# C8H10Cl2Si

C8H10Cl2Si in the gas phase at a distorted geometry (ωB97M-V with the def2-TZVPD basis set, OMol25).

XYZ file:
```
21
Properties=species:S:1:pos:R:3:forces:R:3
C 2.57510 2.03264 -0.32338 2.67 -0.10 -0.07
C 1.34980 2.11691 0.19436 0.48 -0.24 -1.19
C 3.31905 0.85512 -0.94158 -2.05 -0.22 0.39
C -0.57253 0.42658 -0.17471 -2.17 -2.13 -0.31
C 0.37837 1.09792 0.02296 1.61 2.69 0.65
C 3.15377 -0.45785 -0.65106 -1.00 1.76 1.10
C -3.56084 0.21369 0.11202 2.70 -1.35 -3.17
C -1.55621 -2.15150 1.21113 1.11 1.32 0.48
Si -1.87468 -0.84493 -0.17829 -0.97 -0.37 0.19
Cl 2.15692 -0.98327 0.70759 1.09 -0.09 -0.41
Cl 3.78915 -1.73574 -1.53650 0.50 -0.51 -0.53
H 3.21231 2.96629 -0.29209 -0.82 -1.10 -0.09
H 1.06226 3.11747 0.46432 -0.47 0.02 0.51
H 3.80655 1.09353 -1.87486 0.53 -0.04 0.10
H -3.31736 0.60042 1.05434 -0.66 0.47 1.61
H -3.49545 1.01304 -0.65820 -0.22 -0.42 0.56
H -4.37190 -0.45898 -0.11994 -0.59 0.19 0.75
H -1.29891 -1.72672 2.23527 -0.84 -0.27 -1.18
H -2.41026 -2.82084 1.25004 0.07 -0.23 0.20
H -0.61660 -2.68436 0.97113 -0.62 -0.08 -0.25
H -1.72856 -1.66942 -1.47256 -0.37 0.69 0.67
```
Positions in Å, forces in eV/Å.

For the HOMO-LUMO gap, the calculation gives 9.03 eV. Its HOMO energy is -8.93 eV. The energy relative to the best compared isomer or geometry (same formula, charge and spin) comes out at 148.3 kcal per mole. Its SMILES is C[SiH](C)C#C/C=C\C=C(Cl)Cl. As for the multiplicity: 1. As for the strongest force on any atom: 4.381 eV/A. Its electronic energy is -1520.60106 Ha.



Entry 8:
# C8H10Cl2Si

C8H10Cl2Si in the gas phase at a distorted geometry (ωB97M-V with the def2-TZVPD basis set, OMol25).

XYZ file:
```
21
Properties=species:S:1:pos:R:3:forces:R:3
Cl 2.40548 -1.65674 1.42866 -0.19 0.08 0.01
Cl -0.88013 -1.92759 2.04791 0.64 0.50 -0.27
C -0.19030 3.31842 0.14378 0.03 0.87 0.31
C -0.73087 2.62014 1.21163 0.14 -0.14 -0.19
C 0.65772 2.68500 -0.75314 -0.13 0.17 -0.87
C -0.41205 1.27453 1.34358 -0.92 0.58 0.55
C 0.90229 1.32744 -0.65230 0.47 -0.17 -0.12
C 0.36665 0.63308 0.41992 0.13 -0.80 0.32
C -0.81457 -3.12509 -0.79189 -0.30 -0.88 -0.84
C 0.29506 -2.09521 -0.94179 0.50 0.24 0.08
Si 0.53644 -1.18565 0.66598 0.17 -0.57 0.01
H -0.38136 4.39956 0.01929 -0.01 -0.74 0.08
H -1.40983 3.08297 1.90804 -0.02 0.18 0.12
H 1.02118 3.26526 -1.60164 0.15 -0.23 0.23
H -0.84444 0.67019 2.12904 -0.08 0.31 0.24
H 1.52682 0.76970 -1.35462 -0.15 0.47 -0.04
H -1.73647 -2.70126 -0.40187 0.07 0.17 0.11
H -0.53883 -3.95611 -0.13163 0.02 0.24 -0.10
H -1.10195 -3.56234 -1.75838 0.26 0.02 0.12
H 0.04186 -1.33282 -1.69479 -0.04 -0.23 0.15
H 1.28729 -2.50350 -1.23581 -0.73 -0.06 0.11
```
Positions in Å, forces in eV/Å.

For the HOMO-LUMO gap, the calculation gives 10.50 eV. Its HOMO energy is -9.79 eV. The energy relative to the best compared isomer or geometry (same formula, charge and spin) comes out at 0.0 kcal per mole. Its SMILES is CC[Si](Cl)(Cl)c1ccccc1. As for the multiplicity: 1. As for the strongest force on any atom: 1.252 eV/A. Its electronic energy is -1520.83743 Ha.



- Which of these has the highest electronic energy?
  C8H10CaO6



What did the eighth record say?
# C8H10Cl2Si

C8H10Cl2Si in the gas phase at a distorted geometry (ωB97M-V with the def2-TZVPD basis set, OMol25).

XYZ file:
```
21
Properties=species:S:1:pos:R:3:forces:R:3
Cl 2.40548 -1.65674 1.42866 -0.19 0.08 0.01
Cl -0.88013 -1.92759 2.04791 0.64 0.50 -0.27
C -0.19030 3.31842 0.14378 0.03 0.87 0.31
C -0.73087 2.62014 1.21163 0.14 -0.14 -0.19
C 0.65772 2.68500 -0.75314 -0.13 0.17 -0.87
C -0.41205 1.27453 1.34358 -0.92 0.58 0.55
C 0.90229 1.32744 -0.65230 0.47 -0.17 -0.12
C 0.36665 0.63308 0.41992 0.13 -0.80 0.32
C -0.81457 -3.12509 -0.79189 -0.30 -0.88 -0.84
C 0.29506 -2.09521 -0.94179 0.50 0.24 0.08
Si 0.53644 -1.18565 0.66598 0.17 -0.57 0.01
H -0.38136 4.39956 0.01929 -0.01 -0.74 0.08
H -1.40983 3.08297 1.90804 -0.02 0.18 0.12
H 1.02118 3.26526 -1.60164 0.15 -0.23 0.23
H -0.84444 0.67019 2.12904 -0.08 0.31 0.24
H 1.52682 0.76970 -1.35462 -0.15 0.47 -0.04
H -1.73647 -2.70126 -0.40187 0.07 0.17 0.11
H -0.53883 -3.95611 -0.13163 0.02 0.24 -0.10
H -1.10195 -3.56234 -1.75838 0.26 0.02 0.12
H 0.04186 -1.33282 -1.69479 -0.04 -0.23 0.15
H 1.28729 -2.50350 -1.23581 -0.73 -0.06 0.11
```
Positions in Å, forces in eV/Å.

For the HOMO-LUMO gap, the calculation gives 10.50 eV. Its HOMO energy is -9.79 eV. The energy relative to the best compared isomer or geometry (same formula, charge and spin) comes out at 0.0 kcal per mole. Its SMILES is CC[Si](Cl)(Cl)c1ccccc1. As for the multiplicity: 1. As for the strongest force on any atom: 1.252 eV/A. Its electronic energy is -1520.83743 Ha.



- Among the records above, which one has the lowest electronic energy?
  C8H10Cl20